Record 1
Molecular formula: C3H3BrCl2S
Method: DFT, ωB97M-V/def2-TZVPD

Computed properties:
**E**: -4008.47338 Eh
**Multiplicity**: 1
**Orbital gap (alpha / beta)**: 5.070 / 5.040 eV
**Lowest unoccupied orbital energy (alpha / beta)**: -3.534 / -3.537 eV

```
10
Properties=species:S:1:pos:R:3:forces:R:3
C -0.495 -3.855 2.795 0.43 0.74 -0.43
C -1.573 -3.290 3.228 -1.67 0.89 1.45
C -0.021 0.036 0.869 3.24 2.62 -0.59
S 1.582 -0.873 0.744 -1.61 -1.11 0.43
Cl 0.904 -3.308 2.139 0.22 0.64 -0.69
Cl -1.869 -1.555 3.681 0.82 -0.83 -0.88
Br -3.127 -4.229 3.836 0.58 -0.34 -0.30
H -0.968 -0.368 0.893 -1.75 -1.83 -0.47
H 0.017 0.863 0.065 0.01 -1.35 0.98
H 0.110 0.542 1.803 -0.26 0.56 0.51
```
Forces are in eV/Å.


Record 2
Molecular formula: C3H3BrF2
Method: DFT, ωB97M-V/def2-TZVPD

Computed properties:
**E**: -2889.63985 Eh
**Multiplicity**: 1
**Orbital gap**: 8.199 eV
**Lowest unoccupied orbital energy**: -0.774 eV

```
9
Properties=species:S:1:pos:R:3:forces:R:3
C -1.059 0.412 -0.577 0.20 -0.06 -0.58
C -0.156 -1.164 2.319 -0.52 -0.43 1.53
C 0.313 0.164 -1.177 -0.72 2.16 2.98
F 0.123 0.045 1.957 0.29 0.07 -0.66
F 0.026 -1.943 1.312 0.26 0.24 -0.68
Br -1.245 2.220 -0.089 0.05 -0.23 -0.20
H 0.644 -0.733 -0.778 0.34 -2.31 0.35
H 0.330 0.129 -2.211 -0.19 0.03 -2.18
H 1.024 0.869 -0.757 0.30 0.53 -0.58
```
Forces are in eV/Å.


Record 3
Molecular formula: C3H3BrF2O2
Method: DFT, ωB97M-V/def2-TZVPD

Computed properties:
**E**: -3040.26028 Eh
**Multiplicity**: 1
**Orbital gap**: 9.733 eV
**Lowest unoccupied orbital energy**: 0.466 eV

```
11
Properties=species:S:1:pos:R:3:forces:R:3
C -0.585 1.419 -0.491 -1.61 -4.74 2.06
C -0.419 -0.463 0.066 -1.81 2.40 -2.73
C 1.031 -0.704 -0.198 -0.96 -1.64 0.44
O -1.625 1.877 -0.164 0.42 0.81 -0.40
O -0.708 -0.506 1.375 -1.05 0.59 1.56
F 1.347 -1.925 0.284 0.62 -0.27 0.37
F 1.157 -0.794 -1.511 0.65 0.45 -1.31
Br 2.292 0.570 0.542 -0.19 -0.08 -0.02
H 0.334 1.806 -0.857 0.73 1.06 -0.78
H -1.222 -1.168 -0.526 2.49 1.70 0.67
H -1.602 -0.113 1.480 0.71 -0.29 0.14
```
Forces are in eV/Å.


Record 4
Molecular formula: C3H3BrF3N2
Method: DFT, ωB97M-V/def2-TZVPD

Computed properties:
**E**: -3098.79428 Eh
**Multiplicity**: 1
**Charge**: +1
**Orbital gap**: 8.940 eV
**Lowest unoccupied orbital energy**: -6.532 eV

```
12
Properties=species:S:1:pos:R:3:forces:R:3
C -0.005 0.099 1.458 1.50 1.17 1.75
C -2.267 -2.484 3.007 2.91 1.36 -4.35
C -2.865 -3.039 4.191 -0.11 0.26 1.79
N -0.834 -0.503 0.891 -0.60 -0.78 -1.05
N -1.637 -2.051 2.125 -2.03 -1.16 2.72
F -3.743 -3.964 3.965 -1.00 -0.26 -0.33
F -1.911 -3.573 4.944 0.16 0.30 0.28
F -3.396 -1.953 4.791 -0.21 -0.71 0.39
Br 0.607 1.236 -1.686 -0.27 1.25 0.33
H 0.312 0.481 0.400 -0.29 0.44 -1.34
H 0.622 0.552 2.239 -0.43 -0.63 0.01
H 0.204 2.649 -1.466 0.36 -1.26 -0.20
```
Forces are in eV/Å.


Calculated values (kcal per mole) of energy above the lowest of the compared OMol25 structures with the same formula, charge and spin for the records, taken in order: 109.9 121.0 27.0 24.6.